Density functional theory data (ωB97M-V with the def2-TZVPD basis set) for C22H24BaCl5N4O4S as an isolated structure.

```
61
Properties=species:S:1:pos:R:3:forces:R:3
Ba -1.866398 -1.152062 0.302696 -0.547 -0.036 -0.042
Cl -1.464961 -2.547746 -2.608652 0.071 0.068 0.012
C -2.351786 -4.030751 -2.196500 0.012 -0.047 0.011
C -2.202757 -5.113866 -3.025759 0.013 0.003 -0.025
C -2.836474 -6.314223 -2.717661 0.000 -0.023 -0.010
C -3.597416 -6.360664 -1.545734 -0.032 -0.061 0.001
C -3.733064 -5.264762 -0.733143 -0.040 -0.014 -0.002
Cl -4.702471 -5.432000 0.719030 0.006 0.007 0.008
C -3.134149 -3.958209 -0.971061 -0.059 -0.042 -0.047
N -3.252815 -2.906732 -0.230432 0.169 0.044 0.073
H -1.583920 -5.024818 -3.910881 0.005 0.007 -0.008
H -2.736648 -7.180519 -3.356248 0.000 -0.011 -0.005
H -4.098419 -7.277951 -1.258893 -0.002 -0.010 -0.004
C 4.247648 3.583631 -3.863216 0.012 0.020 -0.009
C 2.899838 2.930325 -3.615884 -0.009 0.028 -0.021
S 2.960103 1.530863 -2.524779 0.026 -0.128 -0.046
O 4.084262 0.706104 -2.895205 -0.045 0.024 0.028
O 1.635231 0.972760 -2.470317 0.015 -0.013 0.022
C 3.323905 2.223883 -0.917933 0.048 0.062 0.006
C 3.808177 1.143045 0.045011 -0.015 0.000 0.039
N 2.924126 -0.017776 0.094213 -0.038 -0.001 -0.048
C 1.617554 0.018428 0.455889 -0.108 -0.081 0.007
N 0.998446 -1.118952 0.184266 0.452 0.017 0.000
C 1.924796 -1.927613 -0.409732 -0.077 0.115 -0.047
C 3.110523 -1.265213 -0.483214 0.133 -0.088 0.015
N 4.371018 -1.793256 -0.924337 -0.215 0.167 0.066
O 5.393286 -1.206799 -0.600494 0.040 0.006 0.039
O 4.334988 -2.814373 -1.572402 -0.016 -0.098 -0.045
C 0.948447 1.216235 1.031388 0.044 -0.002 -0.002
H 4.158434 4.317854 -4.663140 -0.006 0.007 0.005
H 4.983477 2.838164 -4.158976 0.004 -0.006 0.002
H 4.614605 4.104629 -2.979015 0.017 -0.001 0.011
H 2.484043 2.494493 -4.526875 -0.017 0.003 0.007
H 2.152989 3.608304 -3.201025 -0.012 0.019 -0.023
H 2.418456 2.724244 -0.578694 0.004 0.014 -0.004
H 4.121307 2.956814 -1.044662 -0.012 0.024 0.003
H 3.887231 1.566740 1.047302 -0.007 -0.011 -0.026
H 4.787822 0.789137 -0.251656 0.001 -0.007 -0.005
H 1.701998 -2.923059 -0.753449 -0.009 -0.024 0.028
H 1.653508 1.870470 1.542938 -0.015 0.011 0.018
H 0.186703 0.922756 1.750625 0.010 0.024 0.003
H 0.435712 1.779327 0.247921 -0.005 -0.009 -0.013
Cl -1.562766 -1.464686 6.277219 0.013 -0.021 -0.003
C -2.161033 -0.511752 4.914834 -0.139 0.015 -0.039
Cl -1.090984 -0.625439 3.503881 0.212 -0.076 0.129
H -2.198116 0.532606 5.198072 0.010 -0.030 -0.006
H -3.133585 -0.887888 4.615630 0.033 0.016 0.015
Cl -4.675650 0.347751 2.031951 0.059 0.028 0.029
C -3.583480 1.652902 2.475125 -0.007 -0.046 -0.048
C -3.598596 2.097457 3.777784 -0.036 0.001 0.003
C -2.688347 3.053142 4.218582 0.020 0.032 -0.003
C -1.774575 3.549841 3.284051 -0.006 -0.020 0.016
C -1.788241 3.130800 1.973796 0.015 0.035 -0.002
C -2.714673 2.164465 1.465027 0.011 -0.034 -0.099
C -2.716203 1.746558 0.128212 0.040 0.062 0.031
H -4.328445 1.675123 4.459407 -0.013 0.009 -0.002
H -2.706284 3.409485 5.239456 0.000 0.004 0.008
H -1.049901 4.297237 3.589198 0.006 0.009 0.002
H -1.088071 3.566944 1.267687 -0.003 0.017 0.002
H -2.150021 2.342532 -0.580958 0.012 -0.003 -0.008
H -3.598372 1.256039 -0.270278 -0.020 0.045 0.003
```
Positions in Å, forces in eV/Å.

Calculated values
HOMO level = -2.6 eV
E_LUMO = 1.307 eV
energy above the lowest of the compared OMol25 structures with the same formula, charge and spin = 0.0 kcal/mol
total charge = -1
Kohn-Sham gap = 3.9 eV



Density functional theory data (ωB97M-V with the def2-TZVPD basis set) for one molecule with the formula C14H16N2O3S at a distorted geometry.

```
36
Properties=species:S:1:pos:R:3:forces:R:3
C 4.952204 0.105936 -0.389974 0.122 0.248 -0.233
O 3.996272 0.271855 0.650265 -0.057 -0.465 0.205
C 2.976884 -0.727384 0.726088 -0.245 0.847 -1.294
C 1.978077 -0.678005 -0.484652 0.372 0.494 1.270
S 1.445364 1.074351 -0.857431 0.757 -0.837 -0.455
C 0.854690 1.523904 0.743250 0.102 0.464 0.500
C 1.726958 2.311556 1.526041 -0.431 -0.612 1.023
C 1.393871 2.640985 2.864747 -0.295 -0.320 -1.510
C 0.190549 2.212934 3.366491 -1.310 -0.275 -0.097
C -0.692913 1.452910 2.556887 -0.120 0.513 0.933
C -0.418686 1.104025 1.234230 1.463 1.271 0.963
C -1.468536 0.326729 0.543957 -0.623 -1.542 -1.047
O -2.251457 -0.357029 1.167624 -0.337 0.079 0.733
N -1.510697 0.302276 -0.830258 0.787 0.764 0.174
C -2.318772 -0.473286 -1.633799 -0.296 -1.108 -0.170
C -3.347429 -1.395450 -1.313420 -1.184 0.095 2.174
C -3.960777 -1.734318 -2.462078 2.609 0.814 0.392
C -5.217563 -2.480098 -2.549092 0.091 -0.664 -0.314
O -3.167067 -1.253619 -3.516283 -0.849 0.290 1.974
N -2.147187 -0.432094 -2.914567 -0.455 -0.083 -1.586
H 5.933753 0.504003 -0.057530 -0.735 -0.023 -0.077
H 5.124362 -0.943672 -0.641790 -0.150 -0.155 0.090
H 4.637973 0.628871 -1.318911 0.125 -0.187 0.498
H 2.387321 -0.554550 1.617659 0.268 0.186 0.374
H 3.428026 -1.717261 0.768897 0.024 -0.232 0.029
H 1.081637 -1.243116 -0.178084 0.364 -0.010 -0.499
H 2.495467 -1.109775 -1.340086 -0.501 0.200 -0.334
H 2.734920 2.565274 1.195176 -0.484 -0.128 -0.351
H 2.039650 3.252882 3.455218 0.436 0.215 0.225
H -0.161754 2.528936 4.368073 0.392 -0.411 -0.675
H -1.651273 1.181319 3.014980 0.368 -0.067 -0.466
H -0.770645 0.800146 -1.308628 -0.008 -0.013 -0.185
H -3.676173 -1.695001 -0.297907 0.276 0.504 -1.007
H -5.673310 -2.678700 -1.565460 0.612 0.179 -0.290
H -5.920484 -1.893187 -3.092293 -0.721 0.239 -0.713
H -5.023257 -3.422346 -3.047343 -0.368 -0.271 -0.256
```
Positions in Å, forces in eV/Å.

Calculated values
structure (SMILES) = COCCSc1ccccc1C(=O)Nc1cc(C)on1
HOMO level = -8.9 eV
E_LUMO = 0.126 eV
energy above the lowest of the compared OMol25 structures with the same formula, charge and spin = 89.5 kcal/mol
Kohn-Sham gap = 9.1 eV